No. 1
72
Properties=species:S:1:pos:R:3:nbo_charge:R:1 method="wB97M-V/def2-TZVPD" max_force_ha_per_bohr=0.0099 smiles="C=CCN1C[C@H](C)N([C@H](c2ccc(C(=O)N(CC)CC)cc2)c2cccc(OC)c2)C[C@H]1C" relative_energy_kj_mol=84.1 lumo_ev=0.6 multiplicity=1 total_charge=0 gap_ev=8.6 homo_ha=-0.2954
C 4.675 1.058 -4.504 -0.389
C 4.868 1.302 -3.221 -0.194
C 4.395 2.550 -2.528 -0.245
N 3.298 2.377 -1.591 -0.462
C 2.165 1.659 -2.130 -0.233
C 0.922 1.924 -1.264 -0.038
N 1.148 1.594 0.137 -0.481
C 2.363 2.209 0.631 -0.215
H 2.554 1.856 1.644 0.218
C 3.632 2.009 -0.228 -0.056
C 4.266 0.621 -0.034 -0.647
H 4.224 0.341 1.017 0.220
H 5.310 0.633 -0.340 0.207
H 3.747 -0.139 -0.613 0.201
H 4.362 2.751 0.126 0.198
H 2.167 3.284 0.682 0.202
C 0.959 0.178 0.429 -0.031
C 1.269 -0.163 1.870 -0.014
C 2.052 -1.274 2.158 -0.279
C 2.317 -1.627 3.476 0.306
C 1.789 -0.854 4.510 -0.255
C 1.008 0.245 4.220 -0.182
C 0.741 0.592 2.907 -0.247
H 0.133 1.453 2.681 0.221
H 0.600 0.836 5.026 0.215
H 2.006 -1.140 5.527 0.223
O 3.078 -2.692 3.857 -0.493
C 3.623 -3.522 2.862 -0.252
H 4.314 -2.973 2.212 0.174
H 4.172 -4.298 3.393 0.201
H 2.841 -3.986 2.253 0.176
H 2.452 -1.857 1.343 0.211
C -0.490 -0.213 0.216 -0.033
C -0.809 -1.505 -0.180 -0.206
C -2.128 -1.892 -0.333 -0.189
C -3.153 -0.985 -0.104 -0.125
C -2.838 0.305 0.311 -0.204
C -1.520 0.684 0.470 -0.168
H -1.275 1.688 0.779 0.221
H -3.633 1.009 0.515 0.215
C -4.581 -1.424 -0.223 0.673
O -5.104 -2.114 0.633 -0.620
N -5.244 -1.004 -1.328 -0.441
C -4.619 -0.278 -2.412 -0.212
C -3.956 -1.213 -3.423 -0.617
H -3.145 -1.761 -2.950 0.213
H -4.675 -1.929 -3.814 0.205
H -3.551 -0.638 -4.252 0.211
H -3.871 0.408 -2.010 0.217
H -5.392 0.314 -2.909 0.199
C -6.630 -1.398 -1.498 -0.220
C -7.588 -0.284 -1.085 -0.612
H -8.615 -0.610 -1.219 0.212
H -7.434 -0.037 -0.038 0.217
H -7.427 0.611 -1.683 0.197
H -6.795 -2.272 -0.864 0.239
H -6.795 -1.677 -2.542 0.187
H -2.367 -2.903 -0.628 0.220
H -0.019 -2.218 -0.369 0.210
H 1.578 -0.468 -0.218 0.174
C 0.489 3.385 -1.403 -0.624
H 1.347 4.043 -1.300 0.219
H -0.245 3.631 -0.642 0.213
H 0.046 3.546 -2.383 0.207
H 0.107 1.285 -1.623 0.210
H 1.981 2.028 -3.141 0.206
H 2.340 0.572 -2.208 0.169
H 4.054 3.265 -3.288 0.193
H 5.225 3.004 -1.980 0.205
H 5.370 0.570 -2.603 0.194
H 5.013 0.150 -4.974 0.198
H 4.178 1.768 -5.145 0.188

=====

No. 2
84
Properties=species:S:1:pos:R:3:lowdin_charge:R:1 method="wB97M-V/def2-TZVPD" max_force_ha_per_bohr=0.0121 relative_energy_kj_mol=124.7 lumo_ev=1.2 multiplicity=1 total_charge=-1 gap_ev=4.8 homo_ha=-0.1348
Rb 0.426 -0.265 -0.118 0.882
C 3.556 3.095 1.730 -0.056
C 2.437 2.611 1.018 -0.142
N 1.433 1.991 1.592 0.071
C 1.488 1.761 2.936 -0.154
C 2.565 2.216 3.734 -0.174
C 3.609 2.905 3.077 -0.033
C 2.575 1.966 5.126 -0.082
C 1.535 1.270 5.681 -0.105
C 0.463 0.804 4.905 -0.048
C 0.395 1.015 3.531 -0.245
N -0.550 0.495 2.697 0.056
C -1.835 0.434 3.044 -0.278
C -2.463 1.248 4.016 -0.070
C -3.849 1.308 4.168 -0.130
C -4.703 0.559 3.396 -0.104
C -4.142 -0.315 2.434 -0.193
C -4.955 -1.116 1.599 -0.045
C -4.387 -1.944 0.680 -0.062
C -2.981 -1.986 0.587 -0.143
N -2.191 -1.251 1.335 0.090
C -2.735 -0.415 2.259 -0.177
H 4.356 3.590 1.194 0.099
H 2.394 2.696 -0.064 0.081
H 4.453 3.257 3.661 0.109
H 3.408 2.317 5.725 0.095
H 1.537 1.059 6.745 0.094
H -0.324 0.230 5.378 0.106
H -1.844 1.894 4.624 0.093
H -4.257 1.980 4.917 0.092
H -5.779 0.604 3.519 0.087
H -6.034 -1.053 1.709 0.106
H -4.983 -2.565 0.023 0.100
H -2.519 -2.631 -0.153 0.074
N 2.178 -2.506 0.944 -0.042
C 2.130 -3.962 0.867 -0.296
C 2.160 -4.440 -0.584 -0.202
C 1.165 -3.748 -1.512 -0.210
C -0.288 -3.856 -1.070 -0.297
N -1.262 -3.264 -1.989 0.007
H 2.863 -2.113 0.294 0.035
H 2.403 -2.191 1.879 0.069
H 1.209 -4.302 1.352 0.101
H 2.959 -4.450 1.399 0.098
H 1.990 -5.523 -0.587 0.104
H 3.166 -4.276 -0.982 0.111
H 1.258 -4.177 -2.516 0.120
H 1.448 -2.701 -1.621 0.061
H -0.411 -3.387 -0.088 0.086
H -0.549 -4.913 -0.935 0.112
H -1.094 -3.603 -2.931 0.067
H -1.124 -2.258 -2.073 0.023
O 3.661 0.357 -3.606 -0.141
P 2.675 0.015 -2.366 0.109
O 3.352 -0.934 -1.443 -0.322
O 2.077 1.284 -1.854 -0.398
O 1.494 -0.840 -3.110 -0.319
P 0.097 -0.410 -3.799 0.151
O 0.525 0.937 -4.640 -0.171
O -0.298 -1.456 -4.772 -0.315
O -0.846 0.024 -2.715 -0.404
H 3.241 1.063 -4.114 0.053
H 0.597 0.651 -5.558 0.056
C -3.712 2.488 -1.071 -0.049
C -2.693 1.383 -0.706 -0.133
N -1.504 1.995 -0.127 -0.172
C -1.876 2.890 0.952 -0.135
C -2.571 4.136 0.355 -0.057
N -2.953 3.786 -1.057 -0.092
C -1.713 3.651 -1.906 -0.046
C -0.743 2.725 -1.148 -0.149
H -4.518 2.583 -0.343 0.130
H -4.132 2.364 -2.068 0.131
H -2.386 0.820 -1.588 0.099
H -3.149 0.704 0.011 0.103
H -0.983 3.173 1.509 0.122
H -2.545 2.371 1.638 0.112
H -1.915 5.005 0.294 0.128
H -3.483 4.410 0.886 0.128
H -3.539 4.522 -1.437 0.175
H -1.318 4.653 -2.071 0.129
H -2.026 3.220 -2.857 0.137
H 0.037 3.299 -0.647 0.122
H -0.258 2.034 -1.835 0.076

=====

No. 3
83
Properties=species:S:1:pos:R:3:nbo_charge:R:1 method="wB97M-V/def2-TZVPD" max_force_ha_per_bohr=0.0316 relative_energy_kj_mol=84.7 lumo_ev="2.4 / 2.2" multiplicity=4 total_charge=-1 gap_ev="6.4 / 6.4" homo_ha="-0.1482 / -0.1556" s2=3.764
V -0.278 0.008 0.520 1.084
C -0.051 -0.378 6.577 -0.613
C -0.236 0.779 5.604 -0.219
N -1.212 0.501 4.569 -0.611
C -0.899 -0.127 3.410 0.323
S -2.156 -0.226 2.190 -0.335
N 0.300 -0.661 3.317 -0.449
N 0.419 -1.139 2.034 -0.312
C 0.903 -2.298 1.798 0.224
C 1.587 -3.151 2.811 -0.669
C 0.568 -2.791 0.440 0.186
C 0.873 -4.085 0.032 -0.237
C 0.387 -4.538 -1.185 -0.178
C -0.371 -3.686 -1.969 -0.216
C -0.620 -2.404 -1.501 0.062
N -0.187 -1.974 -0.323 -0.493
H 0.682 -0.117 7.344 0.198
H 0.306 -1.258 6.043 0.222
H -0.990 -0.630 7.072 0.195
H 0.715 1.013 5.121 0.219
H -0.562 1.680 6.127 0.192
H -2.111 0.945 4.593 0.406
H 0.902 -3.883 3.249 0.222
H 1.962 -2.515 3.610 0.258
H 2.423 -3.689 2.364 0.219
H 1.477 -4.720 0.662 0.222
H 0.604 -5.546 -1.516 0.213
H -0.762 -3.988 -2.931 0.213
H -1.180 -1.684 -2.084 0.219
C -3.281 2.896 2.039 -1.121
Si -1.479 3.350 1.683 1.853
C -0.614 3.624 3.356 -1.139
C -1.695 5.041 0.850 -1.129
N -0.616 2.248 0.690 -1.229
C 0.167 2.779 -0.310 0.186
C 1.101 3.824 -0.194 -0.257
C 1.852 4.256 -1.275 -0.199
C 1.742 3.652 -2.520 -0.287
C 0.867 2.580 -2.669 -0.194
C 0.106 2.192 -1.591 0.184
O -0.696 1.036 -1.634 -0.534
C -1.950 1.091 -2.196 0.393
C -3.008 0.576 -1.454 -0.272
C -4.281 0.546 -2.004 -0.185
C -4.507 1.042 -3.280 -0.249
C -3.447 1.569 -4.003 -0.202
C -2.165 1.595 -3.472 -0.275
H -3.816 3.835 2.220 0.212
H -3.427 2.240 2.896 0.227
H -3.735 2.405 1.175 0.232
H -1.315 3.654 4.197 0.211
H -0.060 4.568 3.358 0.223
H 0.105 2.822 3.537 0.240
H -2.029 5.756 1.611 0.216
H -2.492 4.965 0.103 0.225
H -0.816 5.453 0.359 0.236
H 1.251 4.274 0.781 0.211
H 2.566 5.060 -1.130 0.200
H 2.359 3.973 -3.350 0.200
H 0.810 2.025 -3.596 0.202
H -2.825 0.234 -0.442 0.240
H -5.100 0.149 -1.417 0.211
H -5.502 1.028 -3.706 0.204
H -3.612 1.965 -4.998 0.205
H -1.345 2.012 -4.038 0.226
O 2.439 1.284 1.576 -0.789
Cl 2.938 0.526 0.475 2.555
O 3.547 -0.695 0.921 -0.847
O 3.848 1.278 -0.327 -0.829
O 1.769 0.151 -0.401 -0.905
C 3.547 0.471 -3.606 -0.959
As 2.083 -0.822 -3.489 0.903
C 2.339 -1.604 -5.287 -0.964
C 3.065 -2.211 -2.508 -0.957
H 4.457 -0.029 -3.944 0.201
H 3.705 0.924 -2.629 0.269
H 3.276 1.254 -4.314 0.213
H 3.386 -1.851 -5.473 0.203
H 2.002 -0.892 -6.041 0.215
H 1.739 -2.510 -5.382 0.212
H 4.060 -2.335 -2.940 0.205
H 2.516 -3.150 -2.579 0.211
H 3.149 -1.922 -1.461 0.251

=====

No. 4
86
Properties=species:S:1:pos:R:3:lowdin_charge:R:1 method="wB97M-V/def2-TZVPD" max_force_ha_per_bohr=0.0281 relative_energy_kj_mol=0.0 lumo_ev="-1.5 / -1.5" multiplicity=1 total_charge=0 gap_ev="6.6 / 6.6" homo_ha="-0.2992 / -0.2992"
Co 1.236 -1.007 0.317 0.346
O 2.419 -1.373 4.418 -0.278
S 2.241 -1.966 3.125 0.513
O 3.391 -2.578 2.512 -0.286
O 1.563 -0.990 2.213 -0.434
C 1.023 -3.261 3.351 -0.205
C 0.862 -3.722 4.648 -0.039
C -0.026 -4.748 4.934 -0.049
C -0.770 -5.326 3.920 -0.057
C -0.625 -4.871 2.619 -0.047
C 0.265 -3.843 2.334 -0.220
S 0.248 -3.299 0.647 0.628
O -0.357 -4.327 -0.125 -0.225
O 1.638 -2.888 0.252 -0.286
O -0.440 -1.960 0.606 -0.314
H 1.445 -3.257 5.431 0.116
H -0.134 -5.092 5.955 0.112
H -1.464 -6.128 4.132 0.110
H -1.199 -5.311 1.816 0.113
N 0.006 -6.639 -4.587 0.101
C 0.121 -5.321 -4.183 -0.315
C -0.879 -4.729 -3.407 -0.028
C -0.774 -3.409 -3.020 -0.067
C 0.325 -2.661 -3.415 -0.292
C 1.321 -3.229 -4.203 -0.060
C 1.220 -4.551 -4.581 -0.024
S 0.472 -0.988 -2.924 0.619
O 1.193 -0.280 -3.940 -0.274
O -0.822 -0.553 -2.488 -0.298
N 1.396 -0.965 -1.574 -0.140
C 2.747 -1.082 -1.514 -0.439
N 3.528 -1.565 -2.466 0.176
C 4.796 -1.707 -2.084 -0.083
C 5.255 -1.459 -0.793 -0.025
C 4.341 -1.007 0.140 -0.058
N 3.098 -0.741 -0.250 0.073
H -0.607 -7.222 -4.044 0.090
H 0.856 -7.097 -4.869 0.089
H -1.732 -5.317 -3.092 0.115
H -1.541 -2.953 -2.407 0.116
H 2.167 -2.628 -4.506 0.103
H 1.994 -4.998 -5.193 0.110
H 5.482 -2.076 -2.839 0.117
H 6.284 -1.635 -0.521 0.106
H 4.587 -0.831 1.177 0.125
C -3.839 3.258 -0.062 -0.084
C -2.795 2.212 0.370 -0.623
C -2.840 1.031 -0.608 -0.102
C -3.207 1.664 1.743 -0.099
Si -1.071 3.038 0.438 0.628
Br 0.462 1.259 0.729 0.796
C -0.695 3.958 2.081 -0.632
C -1.811 4.994 2.317 -0.086
C 0.647 4.701 2.005 -0.104
C -0.629 3.044 3.314 -0.114
C -0.499 3.996 -1.124 -0.619
C 1.029 4.039 -1.259 -0.107
C -1.043 3.385 -2.418 -0.086
C -1.029 5.439 -1.037 -0.090
H -4.831 2.796 -0.024 0.091
H -3.685 3.603 -1.085 0.066
H -3.865 4.132 0.593 0.068
H -3.861 0.635 -0.614 0.093
H -2.173 0.223 -0.303 0.052
H -2.581 1.296 -1.627 0.059
H -4.164 1.146 1.632 0.091
H -3.347 2.447 2.489 0.064
H -2.485 0.940 2.127 0.081
H -1.935 5.692 1.486 0.067
H -1.556 5.585 3.202 0.092
H -2.775 4.522 2.513 0.066
H 0.660 5.485 1.247 0.061
H 1.478 4.020 1.812 0.074
H 0.834 5.180 2.971 0.090
H -1.551 2.498 3.496 0.059
H -0.445 3.675 4.189 0.089
H 0.186 2.324 3.253 0.049
H 1.444 3.046 -1.428 0.060
H 1.529 4.478 -0.396 0.059
H 1.277 4.649 -2.133 0.091
H -0.730 2.358 -2.551 0.071
H -0.646 3.964 -3.258 0.093
H -2.130 3.429 -2.482 0.070
H -0.587 6.009 -0.218 0.062
H -2.117 5.481 -0.937 0.075
H -0.773 5.956 -1.967 0.091

=====

No. 5
79
Properties=species:S:1:pos:R:3:lowdin_charge:R:1 method="wB97M-V/def2-TZVPD" max_force_ha_per_bohr=0.0621 lumo_ev="-7.9 / -8.0" multiplicity=1 total_charge=+2 gap_ev="4.5 / 4.5" homo_ha="-0.4591 / -0.4589"
Pt 0.627 -0.250 -0.002 1.454
C -2.775 -0.935 2.308 -0.183
C -2.058 0.307 1.757 -0.191
C -0.922 0.836 2.642 -0.206
N 0.372 0.468 2.127 -0.073
C 1.394 0.174 2.892 -0.232
C 1.295 -0.164 4.272 0.005
C 2.239 -0.122 5.268 -0.049
C 3.509 0.452 5.219 -0.055
C 4.184 0.891 4.082 -0.052
C 3.864 0.682 2.762 -0.001
C 2.692 0.113 2.182 -0.235
N 2.646 -0.364 0.968 -0.032
C 3.808 -0.490 0.128 -0.216
C 3.638 -1.554 -0.964 -0.141
C 2.639 -1.179 -2.081 -0.209
N 1.315 -1.512 -1.652 -0.081
C 0.690 -2.633 -1.882 -0.209
C 1.193 -3.648 -2.750 0.018
C 0.592 -4.761 -3.290 -0.044
C -0.731 -5.187 -3.187 -0.054
C -1.717 -4.661 -2.358 -0.047
C -1.590 -3.703 -1.382 0.003
C -0.498 -2.861 -1.030 -0.222
N -0.461 -2.242 0.129 -0.035
C -1.263 -2.696 1.237 -0.196
C -2.696 -2.127 1.358 -0.178
H -3.827 -0.699 2.474 0.118
H -2.367 -1.233 3.275 0.113
H -2.793 1.097 1.604 0.107
H -1.617 0.052 0.781 0.041
H -1.080 0.528 3.679 0.111
H -0.947 1.934 2.633 0.122
H 0.326 -0.548 4.571 0.112
H 1.927 -0.490 6.236 0.122
H 4.026 0.566 6.163 0.115
H 5.127 1.387 4.266 0.121
H 4.608 1.000 2.044 0.110
H 4.682 -0.773 0.726 0.139
H 4.029 0.475 -0.353 0.123
H 3.303 -2.484 -0.499 0.127
H 4.617 -1.724 -1.414 0.125
H 2.921 -1.686 -3.011 0.122
H 2.680 -0.103 -2.276 0.110
H 2.227 -3.516 -3.037 0.106
H 1.223 -5.361 -3.934 0.123
H -1.014 -6.029 -3.804 0.114
H -2.696 -5.116 -2.437 0.121
H -2.478 -3.545 -0.786 0.101
H -0.709 -2.436 2.143 0.120
H -1.316 -3.790 1.189 0.136
H -3.346 -2.916 1.739 0.123
H -3.072 -1.821 0.381 0.108
N 1.172 2.103 -0.546 0.057
C 0.687 2.579 -1.850 -0.244
C 0.268 4.071 -1.821 -0.114
C -1.227 4.415 -1.810 -0.159
C -2.032 3.965 -0.581 -0.139
N -2.527 2.602 -0.695 0.083
C -3.418 2.204 -1.612 -0.438
N -4.355 3.034 -2.060 0.240
N -3.410 0.925 -1.979 0.221
C -0.445 1.652 -2.388 -0.623
O -1.011 1.936 -3.423 0.105
O -0.765 0.650 -1.656 -0.188
H 0.715 2.619 0.204 0.094
H 2.170 2.268 -0.462 0.108
H 1.495 2.457 -2.580 0.157
H 0.673 4.550 -2.712 0.129
H 0.751 4.536 -0.956 0.122
H -1.692 4.016 -2.713 0.109
H -1.297 5.501 -1.862 0.126
H -2.874 4.644 -0.434 0.120
H -1.430 4.007 0.328 0.125
H -1.857 1.881 -0.452 0.094
H -4.467 3.948 -1.655 0.127
H -5.032 2.738 -2.744 0.140
H -2.491 0.464 -1.918 0.084
H -4.015 0.633 -2.731 0.137

=====

No. 6
76
Properties=species:S:1:pos:R:3:lowdin_charge:R:1 method="wB97M-V/def2-TZVPD" max_force_ha_per_bohr=0.0733 lumo_ev="-6.6 / -7.8" multiplicity=3 total_charge=+2 gap_ev="6.4 / 5.2" homo_ha="-0.4776 / -0.4776" s2=2.150
C 7.957 -1.017 -5.027 -0.012
C 7.722 -0.097 -4.014 -0.242
C 8.723 0.793 -3.623 -0.008
C 9.950 0.732 -4.289 -0.117
N 10.152 -0.154 -5.263 0.066
C 9.209 -1.014 -5.644 -0.111
C 6.443 -0.084 -3.392 0.086
C 5.479 -0.100 -2.664 0.020
C 4.333 -0.003 -1.931 -0.238
C 3.140 0.098 -2.640 0.022
C 1.979 0.412 -1.952 -0.135
C 2.144 0.561 -0.566 -0.312
C 3.268 0.296 0.184 -0.163
C 4.424 0.090 -0.547 0.013
Ni 0.291 0.276 -0.644 0.056
P -0.453 2.271 -1.087 0.903
H 8.532 1.493 -2.821 0.111
H 7.174 -1.708 -5.303 0.115
H 10.752 1.425 -4.001 0.118
H 9.407 -1.732 -6.448 0.119
H 5.399 -0.008 -0.064 0.144
H 3.170 -0.034 -3.723 0.145
H 3.342 0.223 1.274 0.069
H 1.059 0.463 -2.548 0.108
C -1.866 2.789 -0.049 -0.377
C -2.155 4.285 0.016 -0.124
H -1.660 2.388 0.958 0.053
H -2.745 2.236 -0.428 0.088
H -3.059 4.447 0.610 0.090
H -1.352 4.841 0.505 0.061
H -2.330 4.717 -0.971 0.062
C 0.888 3.520 -0.878 -0.380
C 1.505 4.093 -2.145 -0.113
H 1.666 2.989 -0.310 0.023
H 0.532 4.322 -0.217 0.068
H 2.354 4.737 -1.871 0.087
H 1.896 3.309 -2.810 0.072
H 0.791 4.713 -2.707 0.078
C -1.023 2.313 -2.829 -0.370
C -1.938 3.461 -3.240 -0.131
H -1.542 1.359 -2.997 0.073
H -0.131 2.292 -3.468 0.080
H -2.163 3.369 -4.312 0.090
H -2.899 3.442 -2.715 0.076
H -1.479 4.447 -3.097 0.071
Br 0.875 1.009 1.533 0.702
P 2.878 2.969 3.285 1.158
C 1.891 4.079 2.221 -0.417
C 1.464 5.347 3.013 -0.125
H 1.031 3.482 1.869 -0.009
H 2.486 4.346 1.325 0.094
H 1.160 6.148 2.314 0.086
H 0.616 5.123 3.684 0.084
H 2.331 5.705 3.612 0.077
C 1.974 1.685 4.244 -0.456
C 2.466 1.339 5.674 -0.119
H 2.043 0.756 3.635 0.006
H 0.919 2.014 4.287 0.085
H 1.717 0.641 6.101 0.094
H 3.444 0.823 5.640 0.082
H 2.514 2.253 6.297 0.083
C 4.379 2.367 2.425 -0.375
C 5.588 3.297 2.673 -0.122
H 4.157 2.243 1.355 0.065
H 4.574 1.360 2.824 0.094
H 6.514 2.808 2.348 0.087
H 5.496 4.239 2.122 0.080
H 5.673 3.516 3.748 0.078
S -1.304 -3.153 -2.732 1.100
C -2.584 -2.041 -2.322 -0.322
C -2.115 -1.023 -1.536 -0.186
N -0.719 -1.101 -1.329 -0.166
C -0.145 -2.207 -1.904 -0.386
H -3.604 -2.144 -2.648 0.085
H -2.658 -0.194 -1.085 0.112
H 0.910 -2.433 -1.804 0.094